Entry 1:
Computed, not measured: the molecule C7H11BrSi, with ωB97M-V/def2-TZVPD.

HOMO (alpha / beta)	-7.92 / -7.45	eV
energy above the lowest of the compared OMol25 structures with the same formula, charge and spin	91.9	kcal/mol
multiplicity	1
net charge	0
frontier orbital gap (alpha / beta)	6.97 / 7.27	eV

Last column: Löwdin charge in e.
Atoms and positions in Å:
C: -1.354 2.461 -0.070  -0.11
C: -2.501 1.700 -0.224  -0.22
C: -0.123 1.813 0.203  -0.21
C: -2.480 0.335 -0.323  -0.60
C: 0.024 0.534 0.509  -0.08
C: 2.864 -0.632 0.658  -0.21
C: 0.531 -2.088 -0.891  -0.22
Si: 0.995 -1.024 0.620  0.55
Br: -3.947 -0.761 0.090  0.69
H: -1.378 3.530 -0.200  0.10
H: -3.454 2.208 -0.250  0.10
H: 0.763 2.447 0.175  0.11
H: -1.579 -0.210 -0.579  0.00
H: 3.273 -0.541 -0.342  0.02
H: 3.051 0.301 1.182  0.02
H: 3.407 -1.412 1.185  0.02
H: 1.187 -2.949 -0.976  0.02
H: -0.484 -2.462 -0.800  0.02
H: 0.594 -1.526 -1.818  0.03
H: 0.611 -1.725 1.852  -0.02

---

Entry 2:
Computed, not measured: the molecule C7H11Cl in a non-equilibrium geometry, with ωB97M-V/def2-TZVPD.

HOMO	-8.82	eV
energy above the lowest of the compared OMol25 structures with the same formula, charge and spin	28.8	kcal/mol
multiplicity	1
SMILES string	C=C/C(=C\CC)CCl
net charge	0
frontier orbital gap	9.54	eV

Last column: Löwdin charge in e.
Atoms and positions in Å:
C: -0.255 2.650 -0.296  0.01
C: 0.379 1.479 -0.355  -0.16
C: -0.022 0.284 0.394  -0.30
C: 0.947 -0.563 0.740  -0.08
C: 2.417 -0.359 0.540  -0.24
C: 2.934 -1.093 -0.734  -0.09
C: -1.517 0.058 0.720  -0.50
Cl: -2.437 -1.058 -0.408  0.49
H: -1.002 2.834 0.520  0.07
H: -0.049 3.547 -0.909  0.06
H: 1.368 1.407 -0.892  0.11
H: 0.665 -1.469 1.046  0.07
H: 2.616 0.734 0.523  0.11
H: 2.984 -0.725 1.385  0.10
H: 2.636 -0.534 -1.632  0.06
H: 4.034 -1.130 -0.713  0.07
H: 2.474 -2.090 -0.882  0.08
H: -2.004 1.038 0.689  0.05
H: -1.597 -0.361 1.761  0.09

---

Entry 3:
Computed, not measured: a cluster of 5 separate species, C7H11Cl16N2OP in total in a non-equilibrium geometry, with ωB97M-V/def2-TZVPD.

HOMO	-8.47	eV
multiplicity	1
SMILES string	ClC(Cl)(Cl)Cl.ClC(Cl)(Cl)Cl.ClC(Cl)(Cl)Cl.ClC(Cl)(Cl)Cl.COCCN[PH2]=N
net charge	0
frontier orbital gap	8.58	eV

Last column: Löwdin charge in e.
Atoms and positions in Å:
Cl: -3.956 4.767 -1.293  0.52
C: -2.794 5.411 -2.466  -2.03
Cl: -1.762 6.612 -1.678  0.50
Cl: -1.793 4.089 -3.086  0.51
Cl: -3.670 6.169 -3.808  0.51
Cl: 2.238 -5.303 0.811  0.50
C: 3.685 -4.397 1.281  -2.03
Cl: 4.086 -3.222 0.016  0.53
Cl: 3.379 -3.551 2.805  0.55
Cl: 5.039 -5.521 1.489  0.52
Cl: 0.234 10.120 -1.914  0.52
C: -1.168 10.620 -2.873  -2.04
Cl: -0.682 11.883 -4.017  0.52
Cl: -1.799 9.225 -3.761  0.49
Cl: -2.425 11.251 -1.796  0.52
Cl: 0.255 -7.975 0.406  0.49
C: 0.953 -9.200 1.482  -2.04
Cl: 2.173 -8.454 2.526  0.51
Cl: -0.329 -9.902 2.482  0.52
Cl: 1.707 -10.473 0.510  0.52
C: -1.036 -2.947 2.420  -0.11
O: 0.274 -2.410 2.367  -0.22
C: 0.573 -1.941 1.073  -0.26
C: -0.114 -0.553 0.797  -0.26
N: 0.835 0.261 0.040  -0.23
P: 0.083 1.410 -0.998  0.64
N: -0.479 2.657 -0.156  -0.31
H: -1.028 -3.832 3.072  0.09
H: -1.385 -3.295 1.436  0.09
H: -1.740 -2.217 2.841  0.09
H: 0.252 -2.634 0.277  0.11
H: 1.657 -1.812 1.002  0.07
H: -1.058 -0.730 0.267  0.10
H: -0.381 -0.124 1.776  0.12
H: 1.533 0.683 0.635  0.09
H: 1.104 1.795 -1.914  -0.01
H: -0.986 0.813 -1.716  0.01
H: -1.476 2.728 -0.336  -0.09

---

Entry 4:
Computed, not measured: the molecule C7H11ClFIO in a non-equilibrium geometry, with ωB97M-V/def2-TZVPD.

HOMO (alpha / beta)	-7.73 / -8.18	eV
energy above the lowest of the compared OMol25 structures with the same formula, charge and spin	0.0	kcal/mol
multiplicity	1
net charge	0
frontier orbital gap (alpha / beta)	7.77 / 8.19	eV

Last column: Löwdin charge in e.
Atoms and positions in Å:
C: 0.051 1.581 -0.686  -0.33
C: 0.402 0.395 0.323  -0.24
C: 1.596 1.838 1.885  -0.61
C: 0.762 2.862 -0.337  -0.73
C: 0.105 1.172 -2.192  -0.02
C: -0.475 -1.801 1.216  -0.08
C: -0.786 -0.541 0.440  -0.22
O: 0.595 1.000 1.692  -0.20
F: 1.806 3.132 -1.019  0.03
Cl: -0.331 4.227 -0.319  0.69
I: 3.645 1.197 1.654  0.74
H: -0.962 1.697 -0.446  0.09
H: 1.253 -0.142 0.171  0.08
H: 1.375 2.449 2.768  0.06
H: 1.139 0.811 -2.323  0.09
H: -0.079 2.055 -2.813  0.08
H: -0.613 0.332 -2.406  0.09
H: 0.371 -2.382 0.677  0.11
H: -1.456 -2.314 1.267  0.09
H: -0.049 -1.518 2.137  0.05
H: -1.625 0.042 0.827  0.13
H: -1.131 -0.656 -0.581  0.10

---

Entry 5:
Computed, not measured: a structure of composition C7H11ClN in a non-equilibrium geometry, with ωB97M-V/def2-TZVPD.

HOMO	-13.17	eV
energy above the lowest of the compared OMol25 structures with the same formula, charge and spin	115.9	kcal/mol
multiplicity	1
net charge	+1
frontier orbital gap	9.85	eV

Last column: Löwdin charge in e.
Atoms and positions in Å:
C: 1.025 1.654 1.036  -0.16
C: 1.177 0.485 1.654  -0.56
C: 0.989 2.438 -0.195  0.00
C: -0.212 1.695 0.214  -0.20
C: -0.477 -0.407 1.215  -0.10
C: -0.318 -1.942 1.296  -0.02
C: 0.297 -0.385 -1.193  0.05
N: -0.546 0.263 -0.135  -0.06
Cl: 2.283 -0.172 2.666  0.83
H: 0.796 3.474 0.044  0.13
H: 1.573 2.087 -1.049  0.13
H: -1.063 2.337 0.365  0.17
H: -1.198 0.018 1.799  0.11
H: -1.140 -2.549 1.314  0.06
H: 0.208 -2.010 2.230  0.07
H: 0.461 -2.243 0.600  0.08
H: 1.213 0.187 -1.181  0.09
H: 0.477 -1.437 -1.029  0.09
H: -0.147 -0.349 -2.218  0.13
H: -1.435 0.336 -0.547  0.16

---

Entry 6:
Computed, not measured: a cluster of 2 separate species, C7H11ClNO2 in total in a non-equilibrium geometry, with ωB97M-V/def2-TZVPD.

HOMO	-13.33	eV
energy above the lowest of the compared OMol25 structures with the same formula, charge and spin	51.5	kcal/mol
multiplicity	1
net charge	+1
frontier orbital gap	8.91	eV

Last column: Löwdin charge in e.
Atoms and positions in Å:
C: -0.262 0.488 -1.198  0.00
C: 0.661 1.299 -0.666  -0.28
C: 1.236 1.086 0.656  -0.36
C: -0.803 -0.753 -0.548  -0.12
C: 0.953 -0.422 1.232  0.02
C: -0.450 -0.863 0.908  -0.27
C: 1.318 2.428 -1.359  -0.01
N: -1.269 -1.655 1.677  0.11
O: 1.990 1.755 1.263  0.18
O: -1.323 0.980 1.341  -0.66
Cl: -2.712 0.692 2.038  0.92
H: -0.523 0.750 -2.341  0.18
H: -1.889 -0.749 -0.436  0.12
H: -0.636 -1.672 -1.134  0.15
H: 1.584 -1.028 0.506  0.18
H: 1.080 -0.391 2.275  0.11
H: 1.356 3.249 -0.600  0.11
H: 0.601 2.695 -2.170  0.11
H: 2.336 2.022 -1.457  0.12
H: -1.852 -2.334 1.200  0.16
H: -2.322 -0.792 2.139  0.04
H: -0.856 -2.111 2.529  0.19

---

Entry 7:
Computed, not measured: a cluster of 2 separate species, C7H11FN2S in total in a non-equilibrium geometry, with ωB97M-V/def2-TZVPD.

HOMO (alpha / beta)	-5.36 / -8.14	eV
energy above the lowest of the compared OMol25 structures with the same formula, charge and spin	27.8	kcal/mol
multiplicity	3
net charge	0
frontier orbital gap (alpha / beta)	6.21 / 7.17	eV
<S²>	2.010

Last column: Mulliken spin population.
Atoms and positions in Å:
C: -1.665 -0.381 -1.113  -0.05
C: -2.951 -0.551 -1.218  0.10
C: -2.248 0.678 0.822  0.03
C: 0.704 1.293 -1.038  0.04
C: 2.720 -0.751 0.792  0.02
C: 0.039 0.653 0.207  0.75
C: 1.346 -1.136 0.740  0.84
N: -2.064 1.366 1.848  0.07
N: -1.229 0.151 0.069  0.04
F: 1.123 -1.977 -0.375  0.04
S: -3.805 0.350 0.072  0.00
H: -0.824 -0.807 -1.751  0.00
H: -3.566 -1.216 -1.925  0.00
H: -0.142 1.680 -1.549  0.01
H: 1.232 2.086 -0.595  0.01
H: 1.304 0.591 -1.455  0.01
H: 2.786 0.014 1.561  0.00
H: 3.364 -1.536 1.291  0.07
H: 3.248 -0.364 -0.181  0.01
H: 0.288 1.168 1.147  0.03
H: 0.954 -1.526 1.674  0.00
H: -2.808 1.583 2.489  0.00

---

Entry 8:
Computed, not measured: a cluster of 2 separate species, C7H11I in total in a non-equilibrium geometry, with ωB97M-V/def2-TZVPD.

HOMO	-8.06	eV
energy above the lowest of the compared OMol25 structures with the same formula, charge and spin	142.7	kcal/mol
multiplicity	1
net charge	0
frontier orbital gap	7.38	eV

Last column: Löwdin charge in e.
Atoms and positions in Å:
C: -1.886 -0.937 -1.630  -0.13
C: -0.475 -0.709 -1.375  -0.23
C: -1.214 -0.825 -0.327  -0.22
C: 0.738 1.801 0.592  -0.62
C: 0.830 -0.909 -2.093  -0.05
C: -1.767 -0.704 1.036  -0.03
C: -0.195 2.902 0.891  -0.31
I: 2.603 2.210 -0.162  0.79
H: -2.546 -0.061 -1.877  0.09
H: -2.234 -1.929 -2.043  0.10
H: 0.907 -0.087 -2.861  0.09
H: 0.707 -1.701 -2.840  0.08
H: 1.720 -0.943 -1.491  0.05
H: -1.705 0.291 1.387  0.04
H: -1.305 -1.460 1.672  0.09
H: -2.809 -0.910 0.900  0.07
H: -1.261 2.648 0.621  0.09
H: -0.380 2.927 1.891  0.03
H: -0.008 3.997 0.603  0.09

---

Entry 9:
Computed, not measured: a structure of composition C7H11IN in a non-equilibrium geometry, with ωB97M-V/def2-TZVPD.

HOMO	-12.32	eV
energy above the lowest of the compared OMol25 structures with the same formula, charge and spin	35.2	kcal/mol
multiplicity	1
net charge	+1
frontier orbital gap	7.99	eV

Last column: Löwdin charge in e.
Atoms and positions in Å:
C: -2.216 -1.312 -0.341  -0.30
C: -3.117 -0.916 0.510  -0.65
C: -0.898 -1.988 -0.134  -0.17
C: 0.200 -1.196 -0.854  -0.10
C: 0.419 0.770 0.911  -0.04
C: 0.074 2.099 0.236  -0.06
C: 0.224 0.216 -0.431  -0.21
N: -0.063 1.340 -1.002  0.22
I: -4.724 0.363 0.099  0.84
H: -2.479 -1.014 -1.357  0.10
H: -0.744 -1.967 1.035  0.16
H: -1.002 -3.015 -0.564  0.14
H: 1.272 -1.545 -0.709  0.17
H: -0.112 -1.378 -1.851  0.12
H: 1.392 0.468 1.501  0.19
H: -0.464 0.392 1.596  0.17
H: -0.846 2.382 0.545  0.10
H: 0.903 2.846 0.094  0.17
H: -2.866 -1.062 1.522  0.03
H: -0.366 1.741 -1.821  0.16

---

Entry 10:
Computed, not measured: a structure of composition C7H11IO3P in a non-equilibrium geometry, with ωB97M-V/def2-TZVPD.

HOMO	-4.91	eV
energy above the lowest of the compared OMol25 structures with the same formula, charge and spin	7.4	kcal/mol
multiplicity	1
net charge	-1
frontier orbital gap	7.75	eV

Last column: Löwdin charge in e.
Atoms and positions in Å:
C: 2.681 -0.004 2.544  -0.02
C: 2.162 -0.244 1.375  -0.16
C: 2.489 -0.147 -1.241  -0.19
C: 2.362 0.493 0.089  -0.39
C: 1.159 0.255 -0.753  -0.59
C: -3.843 0.110 -0.375  -0.08
C: -2.402 0.525 -0.850  -0.42
O: -0.171 -2.495 -0.551  -0.30
O: -1.135 -0.696 1.156  -0.31
O: -1.695 -0.608 -1.162  -0.29
P: -0.635 -1.192 -0.134  0.33
I: 0.419 2.230 -1.611  0.66
H: 2.316 -0.464 3.401  0.02
H: 3.491 0.662 2.744  0.04
H: 1.303 -1.034 1.395  0.11
H: 2.863 0.140 -2.166  0.07
H: 2.635 -1.145 -1.118  0.07
H: 2.741 1.489 0.255  0.11
H: -4.243 -0.371 -1.274  0.06
H: -3.733 -0.622 0.403  0.05
H: -4.544 0.890 -0.050  0.06
H: -1.705 1.143 -0.166  0.05
H: -2.512 1.084 -1.912  0.11

---

no.,E_tot (hartree)
1,-3136.696717
2,-733.449551
3,-8162.374634
4,-1206.174685
5,-787.848367
6,-938.311855
7,-880.660621
8,-570.760504
9,-625.426698
10,-1138.115751